Record 1
Computed, not measured: a 2-piece molecular cluster, Cl3HN2 overall, with wB97M-V/def2-TZVPD.

Last column: Mulliken charge in e.
Element x y z (Å)
N -1.23 0.09 -0.59  -0.29
N 0.76 -0.58 0.51  -0.13
Cl -1.09 1.77 -0.54  0.01
Cl 1.38 0.88 0.69  0.10
Cl 1.64 -1.75 -0.39  -0.01
H -1.47 -0.41 0.33  0.32

Values from the calculation:
LUMO (spin up / spin down) (eV): -0.90 / -1.33
ΔE to the lowest compared entry with this formula, charge and spin (kJ/mol): 199.0
Gap between HOMO and LUMO (spin up / spin down) (Ha): 0.32780 / 0.30719
Total charge: 0

Record 2
Computed, not measured: a single C7H6F2N2O3 molecule, with wB97M-V/def2-TZVPD.

Last column: Mulliken charge in e.
Element x y z (Å)
C 2.16 -0.23 0.81  -0.32
C 1.21 0.74 1.07  -0.94
C 1.98 -1.48 0.14  -0.37
C -0.16 0.43 0.81  0.45
C 0.69 -1.92 -0.19  -0.62
C -0.42 -1.04 0.08  0.55
C -0.50 1.77 -1.19  0.51
N -1.62 -1.30 -0.19  -0.61
N -2.69 -0.51 -0.04  1.05
O -3.17 -0.55 1.06  -0.61
O -3.08 0.05 -1.03  -0.57
O -0.89 1.46 0.06  -0.40
F -0.52 0.73 -1.98  -0.24
F 0.72 2.33 -1.23  -0.25
H 3.15 0.11 1.02  0.36
H 1.65 1.60 1.55  0.40
H 2.76 -2.16 -0.15  0.39
H -0.56 0.21 1.77  0.53
H 0.51 -2.75 -0.82  0.46
H -1.20 2.50 -1.54  0.22

Values from the calculation:
LUMO (eV): -1.00
ΔE to the lowest compared entry with this formula, charge and spin (kJ/mol): 6.6
Gap between HOMO and LUMO (Ha): 0.30502
SMILES string: O=[N+]([O-])/N=C1/C=CC=C[C@H]1OC(F)F
Total charge: 0

Record 3
Computed, not measured: a 5-piece molecular cluster, C3H16O4S2 overall, with wB97M-V/def2-TZVPD.

Last column: Mulliken charge in e.
Element x y z (Å)
C -0.27 0.64 1.71  -0.62
C 1.22 0.78 2.02  -0.99
C -0.52 -0.15 0.43  -0.17
S -2.31 -0.24 0.16  -0.08
S -2.49 -1.04 -1.69  -0.23
H -0.70 1.64 1.58  0.35
H -0.80 0.19 2.55  0.46
H 1.71 1.35 1.24  0.18
H 1.38 1.30 2.96  0.36
H 1.71 -0.19 2.13  0.18
H -0.12 -1.16 0.52  0.28
H -0.03 0.35 -0.40  0.19
H -2.47 -2.35 -1.44  0.13
H 2.46 -1.21 0.17  0.32
H 3.35 -1.31 -1.09  0.27
O 2.89 -0.68 -0.53  -0.65
H 2.39 0.96 -1.14  0.35
H 1.68 1.50 -2.39  0.31
O 2.07 1.78 -1.56  -0.67
H 1.34 -2.54 2.11  0.30
H 1.78 -3.73 1.26  0.28
O 1.90 -2.78 1.36  -0.62
H 0.98 2.80 -0.55  0.38
H 0.78 4.24 -0.09  0.31
O 0.34 3.38 -0.09  -0.62

Values from the calculation:
LUMO (eV): 0.11
Gap between HOMO and LUMO (Ha): 0.33077
SMILES string: CCCSS.O.O.O.O
Total charge: 0

Number 1: E -1490.466040 Ha. Number 2: E -805.111217 Ha. Number 3: E -1221.243811 Ha.